Arrangement A

{
  "formula": "C7H12NO5P",
  "method": "ωB97M-V with the def2-TZVPD basis set",
  "orbital_gap_ev": 5.28,
  "total_charge": -2,
  "e_homo_ha": 0.03503,
  "symbols": ["C", "C", "O", "C", "C", "O", "C", "C", "P", "O", "O", "O", "C", "N", "H", "H", "H", "H", "H", "H", "H", "H", "H", "H", "H", "H"],
  "positions_angstrom": [[2.159, 1.937, -0.237], [1.000, 2.146, 0.731], [0.791, 1.009, 1.545], [-0.532, 0.571, 1.681], [-0.970, -0.336, 0.552], [-0.555, -1.723, 0.761], [-0.253, -2.500, -0.306], [1.056, -2.276, -1.065], [-2.702, -0.163, 0.244], [-3.587, -1.301, -0.112], [-3.232, 1.044, 0.972], [-2.209, 0.604, -1.387], [-0.936, 0.450, -1.396], [0.074, 0.673, -1.957], [2.558, 2.948, -0.652], [2.924, 1.208, 0.024], [1.679, 1.385, -1.060], [0.004, 2.510, 0.250], [1.207, 3.090, 1.414], [-1.034, 1.485, 1.828], [-0.628, -0.012, 2.675], [-0.258, -3.391, 0.201], [-1.038, -2.563, -1.148], [1.150, -1.605, -1.884], [1.839, -1.912, -0.310], [1.493, -3.279, -1.365]]
}



Arrangement B

{
  "formula": "C7H12NO5P",
  "method": "ωB97M-V with the def2-TZVPD basis set",
  "orbital_gap_ev": [5.92, 5.82],
  "total_charge": -2,
  "e_homo_ha": [-0.00801, -0.00331],
  "symbols": ["C", "C", "C", "C", "C", "C", "C", "N", "O", "O", "O", "O", "O", "P", "H", "H", "H", "H", "H", "H", "H", "H", "H", "H", "H", "H"],
  "positions_angstrom": [[-2.240, -0.607, 1.788], [3.173, -0.950, -1.122], [-1.409, 3.617, 0.179], [2.016, -1.770, -0.689], [-1.445, 2.215, -0.119], [1.170, -1.596, 1.583], [-2.185, 0.186, 0.629], [-2.311, -1.166, 2.812], [-2.019, -2.103, -0.930], [-3.061, 0.051, -1.859], [-0.504, -0.108, -1.474], [2.132, -2.243, 0.685], [-1.822, 1.449, 0.827], [-1.894, -0.578, -1.085], [3.144, -0.740, -2.252], [3.178, 0.053, -0.488], [4.122, -1.541, -1.148], [-1.604, 4.135, -0.740], [-2.372, 3.726, 0.746], [-0.403, 3.955, 0.538], [2.088, -2.650, -1.211], [1.135, -1.129, -0.770], [0.900, -2.362, 2.383], [-1.509, 1.951, -1.189], [1.473, -0.481, 1.937], [0.248, -1.314, 0.968]]
}



Tell me which of them is the most stable. Sure, it is arrangement A.



Arrangement A

{
  "formula": "C17H13BrN2RhS5",
  "method": "ωB97M-V with the def2-TZVPD basis set",
  "orbital_gap_ev": 6.01,
  "total_charge": 1,
  "e_homo_ha": -0.39489,
  "symbols": ["Rh", "Br", "C", "C", "C", "C", "C", "C", "C", "C", "C", "C", "H", "H", "H", "H", "H", "H", "N", "C", "C", "C", "N", "H", "H", "H", "H", "C", "S", "C", "C", "S", "S", "C", "S", "S", "H", "H", "H"],
  "positions_angstrom": [[-0.681, 0.323, 0.692], [-1.439, -1.050, -1.237], [0.091, -2.181, -1.242], [0.190, -3.164, -2.176], [1.326, -3.997, -2.140], [2.281, -3.807, -1.186], [2.167, -2.776, -0.221], [3.161, -2.583, 0.766], [3.034, -1.584, 1.681], [1.918, -0.718, 1.649], [0.912, -0.859, 0.721], [1.038, -1.916, -0.239], [-0.579, -3.309, -2.922], [1.427, -4.785, -2.874], [3.153, -4.449, -1.151], [4.022, -3.239, 0.776], [3.793, -1.437, 2.438], [1.883, 0.063, 2.394], [0.654, 2.234, 2.623], [0.755, 2.559, 3.921], [-0.088, 1.723, 4.620], [-0.680, 0.914, 3.646], [-0.223, 1.238, 2.440], [1.054, 2.693, 1.817], [1.403, 3.355, 4.247], [-0.253, 1.699, 5.682], [-1.398, 0.117, 3.762], [-2.465, 3.349, 1.368], [-2.758, 1.861, 0.377], [-2.225, 2.375, -1.230], [-0.928, 2.394, -1.582], [0.380, 1.940, -0.499], [-0.605, 2.670, -3.268], [-2.269, 2.775, -3.801], [-2.707, 3.039, -5.333], [-3.407, 2.599, -2.481], [-2.319, 3.021, 2.395], [-3.335, 3.997, 1.310], [-1.575, 3.859, 1.007]]
}



Arrangement B

{
  "formula": "C17H13BrN2RhS5",
  "method": "ωB97M-V with the def2-TZVPD basis set",
  "orbital_gap_ev": [6.06, 6.06],
  "total_charge": 1,
  "e_homo_ha": [-0.39873, -0.39873],
  "symbols": ["Rh", "Br", "C", "C", "C", "C", "C", "C", "C", "C", "C", "C", "H", "H", "H", "H", "H", "H", "N", "C", "C", "C", "N", "H", "H", "H", "H", "C", "S", "C", "C", "S", "S", "C", "S", "S", "H", "H", "H"],
  "positions_angstrom": [[0.631, 0.354, 0.053], [-1.495, 1.418, -0.824], [-2.606, 0.084, -0.014], [-3.944, 0.116, -0.253], [-4.761, -0.844, 0.374], [-4.205, -1.762, 1.217], [-2.812, -1.786, 1.468], [-2.253, -2.725, 2.363], [-0.910, -2.728, 2.606], [-0.065, -1.819, 1.945], [-0.547, -0.889, 1.053], [-1.960, -0.851, 0.822], [-4.374, 0.864, -0.905], [-5.825, -0.837, 0.187], [-4.828, -2.494, 1.715], [-2.909, -3.434, 2.852], [-0.480, -3.437, 3.300], [0.991, -1.881, 2.163], [3.080, -0.986, 1.290], [3.928, -0.866, 2.325], [3.602, 0.295, 2.989], [2.533, 0.834, 2.269], [2.231, 0.048, 1.239], [3.081, -1.667, 0.547], [4.694, -1.601, 2.503], [4.073, 0.702, 3.865], [1.977, 1.740, 2.441], [4.613, 1.315, -1.423], [3.183, 2.365, -1.033], [2.024, 1.907, -2.278], [1.470, 0.689, -2.520], [1.695, -0.754, -1.572], [0.307, 0.613, -3.826], [0.274, 2.314, -4.203], [-0.753, 3.012, -5.245], [1.435, 3.221, -3.250], [5.070, 1.028, -0.478], [5.325, 1.871, -2.026], [4.289, 0.419, -1.943]]
}



Tell me which of them is the most stable. Sure, it is arrangement A.